*i*
A 2-piece molecular cluster, C3H8NO2Si overall. Source: the OMol25 dataset; level of theory: the ωB97M-V functional and the def2-TZVPD basis.

Positions of all 15 atoms, in Å:
Si1 -0.2553 -0.3955 -0.3725
O1 -3.4989 -0.5982 0.7507
O2 -3.3631 1.0580 -0.8140
N1 -0.1779 -2.1313 -0.0233
C1 -3.2290 0.2006 -0.0676
C2 1.4482 0.1646 0.3183
C3 1.4929 1.6875 0.1169
H1 0.2171 -2.5133 0.7893
H2 2.3058 -0.1422 -0.2163
H3 1.6511 1.6921 -0.9179
H4 0.5402 2.0418 0.4228
H5 -1.1783 -2.5050 0.0186
H6 1.7185 -0.2526 1.2943
H7 2.2060 2.3347 0.6857
H8 0.1226 -0.6412 -1.9850

## Properties
- HOMO energy: -2.0 eV
- LUMO energy: 0.141 Ha
- 2S+1: 1
- Total charge: -1

---

*ii*
A 2-piece molecular cluster, C3H8NO2Si overall. Source: the OMol25 dataset; level of theory: the ωB97M-V functional and the def2-TZVPD basis.

Positions of all 15 atoms, in Å:
Si1 0.3249 -0.2784 -0.6756
O1 0.1792 0.5324 0.6059
O2 -3.2742 -0.7089 3.4060
N1 -1.7806 1.0504 3.4896
C1 -2.4123 0.0682 3.2508
C2 2.0008 -1.1904 -0.6902
C3 -0.0070 0.9435 -2.2391
H1 1.0519 1.0152 -2.7674
H2 1.8894 -2.1900 -0.1288
H3 -0.8282 0.5958 -2.8441
H4 -0.9853 -1.3333 -0.7540
H5 -1.1149 1.5363 2.9195
H6 -0.2109 1.9517 -1.8391
H7 2.4770 -1.2926 -1.6942
H8 2.6902 -0.7000 -0.0394

## Properties
- HOMO energy: -3.9 eV
- LUMO energy: 0.132 Ha
- 2S+1: 1
- Total charge: -1

---

Most stable: *ii* (next structure +121.4 kJ/mol)

---

*i*
An isolated ion of composition C6H16N2 and charge -1. Source: the OMol25 dataset; level of theory: the ωB97M-V functional and the def2-TZVPD basis.

Positions of all 24 atoms, in Å:
N1 1.0552 1.5924 -2.7351
N2 -1.1633 0.3056 -0.9573
C1 1.1690 0.4434 -1.8321
C2 0.3505 -0.5196 1.8187
C3 0.2211 0.4416 -0.6175
C4 -2.1435 1.0344 -0.0863
C5 0.2937 -1.8717 2.5193
C6 0.7241 -0.6877 0.3229
H1 0.3207 -1.6037 -0.1250
H2 2.2021 0.4637 -1.4744
H3 1.0165 -0.4763 -2.4041
H4 -0.5920 0.0174 1.8825
H5 1.2304 -2.3999 2.3190
H6 -2.8351 1.5186 -0.7869
H7 -1.4513 -0.5897 -1.3288
H8 0.2739 -1.7399 3.6052
H9 -2.7829 0.4434 0.5658
H10 -1.5680 1.8019 0.4221
H11 0.5292 2.3665 -2.3237
H12 1.1593 0.0833 2.2462
H13 0.3411 1.3283 -3.4150
H14 0.3682 1.4056 -0.1223
H15 -0.5309 -2.4870 2.1551
H16 1.8122 -0.8705 0.3517

## Properties
- Expectation value of S²: 0.7504
- HOMO energy (alpha / beta): 1.5 / -4.8 eV
- LUMO energy (alpha / beta): 0.145 / 0.141 Ha
- 2S+1: 2
- Total charge: -1

---

*ii*
An isolated ion of composition C6H16N2 and charge -1. Source: the OMol25 dataset; level of theory: the ωB97M-V functional and the def2-TZVPD basis.

Positions of all 24 atoms, in Å:
N1 2.4897 2.1529 -0.2708
N2 0.0416 -1.0653 0.3027
C1 -2.1895 -0.0245 0.8950
C2 1.9137 -0.2017 -1.0548
C3 -3.1321 -0.3457 2.0287
C4 2.0846 1.2588 -1.4012
C5 -1.3983 -1.2753 0.4032
C6 0.4577 -0.7354 -1.0924
H1 -4.0026 -0.9167 1.6625
H2 2.2208 -0.4796 -0.0390
H3 -3.6535 0.5354 2.4120
H4 -1.6638 -2.1076 1.0726
H5 1.2222 1.7815 -1.8504
H6 2.5307 -0.7753 -1.7591
H7 2.8556 1.5427 0.4530
H8 -1.5105 0.7980 1.1372
H9 -0.2782 -0.0487 -1.5121
H10 -2.7164 -0.9706 2.8231
H11 -1.8232 -1.6307 -0.5535
H12 0.4330 -1.6939 -1.6151
H13 0.2666 -0.2615 0.8807
H14 1.6510 2.5631 0.1463
H15 2.8668 1.4220 -2.1490
H16 -2.7246 0.3291 0.0103

## Properties
- Expectation value of S²: 0.7506
- HOMO energy (alpha / beta): 1.4 / -5.3 eV
- LUMO energy (alpha / beta): 0.149 / 0.144 Ha
- 2S+1: 2
- Total charge: -1

---

Most stable: *i* (next structure +24.8 kJ/mol)

---

*i*
C46H47ClLaN7OTe as an isolated structure. Source: the OMol25 dataset; level of theory: the ωB97M-V functional and the def2-TZVPD basis.

Positions of all 104 atoms, in Å:
La1 0.0411 0.1435 -0.5305
Te1 2.9255 -2.1012 -0.5554
Cl1 -2.5148 0.0123 -1.6260
O1 0.4509 0.0042 -2.9663
N1 2.1225 -0.6499 -1.6219
N2 -1.3732 -4.8073 0.0931
N3 1.6134 3.5560 3.7752
N4 0.9174 1.9546 1.2235
N5 0.8588 -0.8252 1.5727
N6 -0.0532 -2.4086 -0.5306
N7 3.2653 -4.0415 7.4751
C1 -0.7472 -3.1129 -1.4661
C2 0.5918 3.3154 -1.4882
C3 1.6562 3.4091 -0.6939
C4 4.8184 -5.6507 -1.9248
C5 4.2733 -0.8969 0.5464
C6 6.1421 1.4383 3.6505
C7 1.4288 -0.1123 2.5922
C8 1.9104 -0.7276 3.7104
C9 6.3719 -3.9580 -2.5655
C10 0.6324 -2.1825 1.7731
C11 -0.0446 -2.9147 0.7433
C12 1.1543 4.3846 2.9337
C13 3.8961 -4.6890 -1.5175
C14 -0.7896 3.0564 -1.0013
C15 5.3327 -0.7585 2.7069
C16 5.8988 -1.5222 -2.3973
C17 1.4055 1.3948 2.4841
C18 4.5235 0.4673 0.3247
C19 1.0125 -2.8066 2.9812
C20 -1.3629 -4.2887 -1.1792
C21 -2.2665 -0.3222 0.1807
C22 -0.2839 2.8639 1.4712
C23 5.5218 0.6053 2.5574
C24 2.1481 -4.1655 5.3508
C25 5.4957 -2.9548 -2.1801
C26 6.0638 -5.3102 -2.4297
C27 0.7052 3.5392 -2.9762
C28 1.4155 -0.7852 -2.7743
C29 -1.1970 2.9066 0.2622
C30 1.8145 -1.7962 -3.8137
C31 -0.7395 -4.1259 1.0062
C32 4.2614 -3.3355 -1.6311
C33 4.7092 -1.5247 1.7266
C34 1.6787 3.1898 0.7973
C35 2.2363 -2.7900 5.1585
C36 5.1372 1.1818 1.3510
C37 2.8590 -2.0673 6.1691
C38 4.5849 -3.0142 1.9852
C39 1.7047 -2.1216 3.9302
C40 7.0569 -6.3677 -2.8433
C41 1.6635 2.1464 3.5541
C42 2.6657 -4.7350 6.5024
C43 0.6602 4.0908 1.5554
C44 4.2381 1.2316 -0.9491
C45 2.5572 -5.1797 -0.9954
C46 3.3485 -2.7252 7.2886
H1 2.5951 -5.8073 6.6494
H2 0.3299 4.9847 1.0338
H3 2.6364 -1.3712 -4.3976
H4 -1.8944 -4.8378 -1.9453
H5 5.4658 2.2396 3.9576
H6 1.7029 3.8770 -3.2530
H7 3.2409 1.6616 -0.9530
H8 1.7102 -4.6128 -1.3862
H9 2.6925 3.1893 1.1850
H10 5.2879 -3.5742 1.3613
H11 4.9602 2.0442 -1.0395
H12 5.0799 -0.9478 -2.8341
H13 7.3265 -3.6726 -2.9996
H14 4.5450 -6.6985 -1.8498
H15 6.6738 -7.3705 -2.6595
H16 1.9460 1.6266 4.4546
H17 -0.8003 -4.5062 2.0209
H18 2.4964 -5.1458 0.0958
H19 7.2962 -6.2858 -3.9059
H20 3.8307 -2.1583 8.0772
H21 1.6882 -4.8169 4.6182
H22 -0.8257 2.5998 2.3726
H23 4.3000 0.6168 -1.8369
H24 5.3458 2.2370 1.1833
H25 4.8038 -3.2380 3.0291
H26 2.1755 -2.7281 -3.3804
H27 -2.2593 2.8342 0.4615
H28 0.9860 -1.9959 -4.4905
H29 2.4667 -0.1556 4.4329
H30 2.4041 -6.2158 -1.2900
H31 2.5923 3.7237 -1.1415
H32 1.1565 5.4312 3.2406
H33 -2.6804 -1.3138 0.3462
H34 5.6598 -1.2478 3.6206
H35 7.0675 1.9072 3.3103
H36 6.1904 -1.0411 -1.4612
H37 6.7454 -1.4663 -3.0801
H38 0.4906 2.6126 -3.5163
H39 3.5838 -3.4145 1.7944
H40 -0.7787 -2.6965 -2.4667
H41 0.8190 -3.8627 3.0954
H42 -0.0197 4.2846 -3.3107
H43 7.9922 -6.2547 -2.2922
H44 -1.5490 3.0796 -1.7742
H45 -2.9302 0.3785 0.6898
H46 2.9673 -0.9929 6.1194
H47 6.3743 0.8358 4.5286

## Properties
- Expectation value of S²: 0.7727
- HOMO energy (alpha / beta): -8.0 / -10.6 eV
- LUMO energy (alpha / beta): -0.108 / -0.111 Ha
- 2S+1: 2
- Total charge: +1

---

*ii*
C46H47ClLaN7OTe as an isolated structure. Source: the OMol25 dataset; level of theory: the ωB97M-V functional and the def2-TZVPD basis.

Positions of all 104 atoms, in Å:
La1 -0.0035 0.6308 0.2712
Te1 0.5401 3.2783 -2.2297
Cl1 2.1879 2.5488 0.8282
O1 -2.5328 1.3893 -0.2968
N1 -0.8222 2.6146 1.8231
N2 1.3428 -1.5639 1.0136
N3 1.8920 -0.3037 9.5775
N4 1.9943 -4.1539 1.8398
N5 -2.4863 4.1550 3.4719
N6 -0.8588 2.0593 -1.6049
N7 -0.0411 0.1109 2.7039
C1 -1.3773 3.7676 1.4190
C2 -1.9397 3.0325 3.8856
C3 1.1207 2.1633 -3.9149
C4 -3.0563 3.3038 -1.6013
C5 -0.3158 5.4979 -4.2994
C6 0.3468 0.4469 7.8950
C7 -0.0639 1.0274 4.9495
C8 2.5872 -0.8891 8.5947
C9 2.3754 -3.6706 0.6388
C10 3.4546 3.2318 -3.5350
C11 -0.0540 -3.7972 -1.8274
C12 2.4988 2.2290 -4.1604
C13 2.0187 -2.4142 0.2266
C14 1.0999 -1.9780 2.2747
C15 -0.9648 4.5284 -5.2493
C16 0.9525 -1.1040 4.5544
C17 0.7050 7.4927 -2.6294
C18 -0.3955 1.0823 3.6278
C19 -0.7938 -3.9704 -0.6625
C20 0.7856 0.3509 9.2045
C21 0.6432 -0.0870 5.4645
C22 -1.0593 2.2675 3.0909
C23 2.3548 1.1422 -0.3803
C24 2.2711 0.4063 -5.7492
C25 -1.2368 1.2227 -4.6279
C26 0.5796 6.2073 -2.1229
C27 0.5379 9.2138 -4.4669
C28 -2.1690 4.5409 2.2235
C29 -2.4094 -3.1515 1.0980
C30 -0.1560 6.8072 -4.7423
C31 -2.1303 2.2236 -1.1288
C32 0.8996 0.4031 -5.5125
C33 0.2824 1.2701 -4.6204
C34 0.0848 5.2028 -2.9846
C35 -0.0693 -2.5820 -2.4968
C36 -0.8612 -1.5534 -2.0055
C37 0.9475 5.9806 -0.6695
C38 2.8854 -0.5524 -6.7388
C39 1.3616 -3.3158 2.6364
C40 -1.6269 -1.7422 -0.8598
C41 0.3643 7.8110 -3.9407
C42 2.2256 -0.8453 7.2576
C43 -1.5873 -2.9474 -0.1536
C44 3.0444 1.3396 -5.0816
C45 0.6165 -0.9997 3.2251
C46 1.0738 -0.1622 6.8775
H1 -3.4154 -3.4985 0.8501
H2 0.2136 0.8209 9.9990
H3 -1.6828 3.8937 -4.7397
H4 1.0294 -3.6907 3.5991
H5 2.9385 -4.3266 -0.0156
H6 -2.5543 4.0849 -2.1719
H7 0.2679 -0.2871 -6.0683
H8 4.3782 2.7440 -3.2252
H9 -0.5783 0.9719 7.6834
H10 -1.5024 5.0751 -6.0234
H11 -1.7126 1.8781 -3.9178
H12 1.2867 6.9120 -0.2199
H13 -3.8120 2.8357 -2.2380
H14 -0.2991 1.8659 5.5933
H15 -2.3310 -0.9734 -0.5545
H16 3.0880 3.7677 -2.6590
H17 0.0847 5.6433 -0.0909
H18 3.9732 -0.5454 -6.6751
H19 -0.0390 9.9274 -3.8742
H20 -1.6026 0.2116 -4.4415
H21 3.0921 0.4956 0.0864
H22 3.7124 3.9980 -4.2696
H23 1.7452 5.2507 -0.5240
H24 3.4896 -1.4164 8.8922
H25 -1.9534 -3.8993 1.7475
H26 0.5159 -2.4367 -3.3978
H27 -1.5885 1.4997 -5.6246
H28 2.6094 -0.2874 -7.7628
H29 -3.5788 3.7408 -0.7503
H30 -2.5843 5.4730 1.8609
H31 -0.7509 -4.9194 -0.1358
H32 2.5381 -1.5733 -6.5646
H33 -2.2025 2.6831 4.8782
H34 2.2589 -2.0720 -0.7741
H35 -1.1747 4.0860 0.4043
H36 0.5502 -4.6160 -2.2043
H37 4.1145 1.3784 -5.2745
H38 1.4890 -1.9820 4.8940
H39 2.8631 -1.3199 6.5197
H40 1.5836 9.5222 -4.4132
H41 2.8496 1.5651 -1.2505
H42 1.0778 8.2742 -1.9727
H43 0.2148 9.2969 -5.5045
H44 -2.5163 -2.2285 1.6693
H45 -0.2340 3.8863 -5.7443
H46 -0.9400 -0.6197 -2.5521
H47 -0.4713 7.0465 -5.7546

## Properties
- Expectation value of S²: 0.7826
- HOMO energy (alpha / beta): -7.4 / -10.9 eV
- LUMO energy (alpha / beta): -0.098 / -0.099 Ha
- 2S+1: 2
- Total charge: +1

---

Most stable: *ii* (next structure +233.6 kJ/mol)

---

*i*
A 2-piece molecular cluster, CH4NS overall. Source: the OMol25 dataset; level of theory: the ωB97M-V functional and the def2-TZVPD basis.

Positions of all 7 atoms, in Å:
S1 0.1110 1.9546 -0.0048
N1 -0.2356 -2.7564 0.1327
C1 0.0446 -1.5984 -0.2889
H1 1.0827 -1.2770 -0.3695
H2 -0.6381 -0.7961 -0.5811
H3 0.1911 1.1337 1.0559
H4 -1.2484 -2.8820 0.1659

## Properties
- HOMO energy: -2.6 eV
- LUMO energy: 0.161 Ha
- 2S+1: 1
- Total charge: -1

---

*ii*
A 2-piece molecular cluster, CH4NS overall. Source: the OMol25 dataset; level of theory: the ωB97M-V functional and the def2-TZVPD basis.

Positions of all 7 atoms, in Å:
S1 0.1445 2.2997 -1.1702
N1 0.1310 -2.0478 1.6016
C1 -0.4731 -2.9039 0.8934
H1 1.0731 2.8398 -0.3416
H2 -0.2517 -1.1329 1.3437
H3 -1.5234 -2.7520 0.5824
H4 -0.0698 -3.8905 0.6415

## Properties
- HOMO energy: -2.4 eV
- LUMO energy: 0.132 Ha
- 2S+1: 1
- Total charge: -1

---

*iii*
A 2-piece molecular cluster, CH4NS overall. Source: the OMol25 dataset; level of theory: the ωB97M-V functional and the def2-TZVPD basis.

Positions of all 7 atoms, in Å:
S1 1.4158 -2.0092 0.3281
N1 -0.9943 0.8252 0.4254
C1 -0.3925 0.9979 -0.6702
H1 -0.9111 -0.1597 0.6878
H2 -0.6475 1.7903 -1.3885
H3 0.4317 0.3635 -1.0100
H4 1.0980 -1.8080 1.6274

## Properties
- HOMO energy: -2.7 eV
- LUMO energy: 0.161 Ha
- 2S+1: 1
- Total charge: -1

---

Most stable: *i* (next structure +18.8 kJ/mol)

---

*i*
The molecule C4H3N3. Source: the OMol25 dataset; level of theory: the ωB97M-V functional and the def2-TZVPD basis.

Positions of all 10 atoms, in Å:
N1 3.2441 -0.1659 0.3496
N2 -0.1759 -1.3978 0.1379
N3 0.1604 0.7689 -0.2260
C1 -1.1861 0.6048 -0.1352
C2 -1.3739 -0.7389 0.0766
C3 2.1404 -0.4514 0.1492
C4 0.7245 -0.4574 -0.0383
H1 -2.3154 -1.2521 0.2128
H2 0.6766 1.6282 -0.3372
H3 -1.8580 1.4458 -0.1888

## Properties
- HOMO energy: -9.5 eV
- LUMO energy: 0.023 Ha
- 2S+1: 1
- Total charge: 0
- SMILES: N#Cc1ncc[nH]1

---

*ii*
C4H3N3 as an isolated structure. Source: the OMol25 dataset; level of theory: the ωB97M-V functional and the def2-TZVPD basis.

Positions of all 10 atoms, in Å:
N1 -1.5063 0.4189 2.2281
N2 0.1440 1.4793 -0.7099
N3 -0.6194 -0.7731 0.2273
C1 -0.9554 1.5678 -0.2565
C2 -1.0719 0.1992 1.1652
C3 0.6159 -0.7111 -0.4287
C4 1.0420 0.4549 -0.9380
H1 1.1999 -1.6259 -0.4848
H2 1.9755 0.6603 -1.4417
H3 -0.8244 -1.6705 0.6389

## Properties
- HOMO energy: -9.6 eV
- LUMO energy: -0.005 Ha
- 2S+1: 1
- Total charge: 0

---

Most stable: *i* (next structure +330.9 kJ/mol)

---

*i*
A 2-piece molecular cluster, C4H3N3 overall. Source: the OMol25 dataset; level of theory: the ωB97M-V functional and the def2-TZVPD basis.

Positions of all 10 atoms, in Å:
N1 1.6882 -1.4287 0.1057
N2 -1.4726 -0.0361 -1.6813
N3 -0.1078 1.3049 3.2154
C1 0.4745 0.3571 2.9100
C2 -1.4875 0.2969 -0.5899
C3 1.2118 -0.7551 2.4747
C4 1.4287 -1.1620 1.2444
H1 1.4251 -1.4337 3.3060
H2 -1.2246 0.7038 0.2803
H3 2.5015 -1.5223 -0.4767

## Properties
- HOMO energy: -9.6 eV
- LUMO energy: 0.010 Ha
- 2S+1: 1
- Total charge: 0
- SMILES: N#CC=C=N.C#N

---

*ii*
The molecule C4H3N3. Source: the OMol25 dataset; level of theory: the ωB97M-V functional and the def2-TZVPD basis.

Positions of all 10 atoms, in Å:
N1 -3.2562 -0.6431 -0.0550
N2 -0.0836 1.2014 0.0120
N3 1.2373 1.0612 0.0081
C1 0.7701 -1.2531 0.0033
C2 1.6080 -0.2448 -0.0658
C3 -2.2163 -0.1315 0.0623
C4 -0.9250 0.2132 -0.0255
H1 0.4038 -2.1230 0.4190
H2 -0.2690 2.1451 -0.0867
H3 2.7310 -0.2254 -0.2719

## Properties
- HOMO energy (alpha / beta): -8.7 / -8.7 eV
- LUMO energy (alpha / beta): -0.022 / -0.022 Ha
- 2S+1: 1
- Total charge: 0

---

*iii*
C4H3N3 as an isolated structure. Source: the OMol25 dataset; level of theory: the ωB97M-V functional and the def2-TZVPD basis.

Positions of all 10 atoms, in Å:
N1 -1.5913 -1.1123 -0.0145
N2 -1.9236 1.1508 -0.0074
N3 -2.4515 -0.0878 -0.0095
C1 1.0463 -0.5099 -0.0373
C2 1.2906 0.7936 -0.0270
C3 -0.4266 -0.5050 -0.0278
C4 -0.6506 0.8948 -0.0245
H1 -3.4433 -0.2497 0.0600
H2 1.7220 -1.3472 -0.0325
H3 2.0449 1.5440 -0.0154

## Properties
- HOMO energy: -8.8 eV
- LUMO energy: 0.025 Ha
- 2S+1: 1
- Total charge: 0

---

*iv*
The molecule C4H3N3. Source: the OMol25 dataset; level of theory: the ωB97M-V functional and the def2-TZVPD basis.

Positions of all 10 atoms, in Å:
N1 2.4120 -1.9338 -0.4216
N2 -1.1305 -0.5457 -0.7981
N3 -1.4872 2.4404 1.1913
C1 1.7272 -1.0927 -0.0118
C2 0.8947 0.2465 0.4520
C3 -0.8684 1.5759 0.7273
C4 -0.3314 0.0827 0.0590
H1 1.4435 0.7636 1.2205
H2 -1.0311 -1.5478 -0.9313
H3 -1.6289 0.0109 -1.4874

## Properties
- HOMO energy: -10.4 eV
- LUMO energy: 0.008 Ha
- 2S+1: 1
- Total charge: 0
- SMILES: N#C/C=C(\N)C#N

---

Most stable: *i* (next structure +52.8 kJ/mol)